No. 1
{
  "formula": "C3H8N3",
  "method": "ωB97M-V/def2-TZVPD",
  "e_lumo_ha": -0.119,
  "e_homo_ev": -14.95,
  "charge": 1,
  "homo_lumo_gap_ev": 11.69,
  "symbols": ["C", "N", "C", "N", "C", "N", "H", "H", "H", "H", "H", "H", "H", "H"],
  "positions_angstrom": [[0.61, 0.22, -1.35], [-0.42, 1.10, -0.79], [-1.22, 0.26, 0.09], [-0.33, -0.69, 0.71], [0.93, -0.36, 1.23], [0.78, -0.93, -0.12], [0.19, -0.39, -2.13], [1.61, 0.63, -1.47], [-0.10, 1.93, -0.45], [-1.87, 0.68, 0.82], [-1.84, -0.48, -0.49], [-0.86, -1.52, 0.93], [1.31, -1.10, 1.86], [1.22, 0.65, 1.18]]
}

No. 2
{
  "formula": "C5H18N2O4",
  "method": "ωB97M-V/def2-TZVPD",
  "e_lumo_ha": [-0.141, -0.324],
  "spin_multiplicity": 2,
  "e_homo_ev": [-13.08, -13.02],
  "charge": 1,
  "homo_lumo_gap_ev": [9.23, 4.21],
  "symbols": ["C", "N", "C", "C", "C", "N", "C", "O", "H", "H", "H", "H", "H", "H", "H", "H", "H", "H", "H", "H", "H", "H", "O", "H", "H", "O", "H", "H", "O"],
  "positions_angstrom": [[2.28, 0.10, -0.63], [1.39, -0.11, 0.46], [0.62, 0.91, 1.20], [-0.89, 1.05, 0.72], [-1.36, 0.04, -0.38], [-2.58, 0.64, -0.97], [1.11, 0.72, 2.61], [0.38, 0.59, 3.56], [1.85, -0.27, -1.61], [3.19, -0.42, -0.41], [2.46, 1.12, -1.00], [0.81, -0.92, 0.24], [0.83, 1.97, 0.97], [-1.46, 0.59, 1.58], [-1.12, 2.12, 0.65], [-1.59, -0.92, 0.02], [-0.64, 0.00, -1.30], [-2.43, 1.06, -1.86], [-2.94, 1.33, -0.34], [2.17, 0.60, 2.71], [0.09, -3.12, 1.83], [-1.10, -2.59, 0.91], [-0.79, -3.31, 1.46], [-1.28, -3.73, -1.70], [-0.56, -2.71, -0.78], [-1.42, -2.99, -1.09], [1.18, 2.10, -1.91], [0.79, 3.51, -2.27], [0.99, 2.65, -2.66]]
}

No. 3
{
  "formula": "C16H22N4",
  "method": "ωB97M-V/def2-TZVPD",
  "e_lumo_ha": 0.024,
  "e_homo_ev": -8.13,
  "homo_lumo_gap_ev": 8.79,
  "symbols": ["C", "C", "C", "N", "C", "H", "H", "H", "H", "H", "C", "C", "C", "N", "C", "H", "H", "H", "H", "H", "C", "C", "C", "N", "C", "H", "H", "H", "H", "H", "C", "C", "C", "C", "N", "H", "H", "H", "H", "H", "H", "H"],
  "positions_angstrom": [[-1.25, 2.69, -3.32], [-2.61, 2.71, -2.91], [-2.73, 1.90, -1.81], [-1.49, 1.38, -1.56], [-0.58, 1.85, -2.46], [-0.83, 3.23, -4.15], [-3.38, 3.32, -3.34], [-3.57, 1.57, -1.22], [-1.26, 0.73, -0.82], [0.45, 1.56, -2.42], [4.52, 2.60, 1.90], [4.11, 3.39, 0.78], [2.79, 3.12, 0.56], [2.38, 2.22, 1.50], [3.44, 1.88, 2.31], [5.53, 2.58, 2.28], [4.74, 4.04, 0.20], [2.09, 3.55, -0.14], [1.47, 1.80, 1.53], [3.26, 1.18, 3.11], [-2.62, -1.85, 2.30], [-2.44, -3.16, 1.78], [-3.52, -3.90, 2.15], [-4.35, -3.08, 2.88], [-3.80, -1.84, 2.98], [-2.00, -1.02, 1.98], [-1.58, -3.49, 1.22], [-3.85, -4.89, 1.88], [-5.24, -3.37, 3.25], [-4.32, -1.02, 3.43], [0.44, -2.06, -2.09], [1.89, -1.68, -1.81], [2.21, -1.59, -0.31], [1.25, -0.76, 0.41], [0.50, -0.10, 0.98], [-0.26, -1.30, -1.77], [0.21, -3.01, -1.60], [0.29, -2.25, -3.15], [2.14, -0.74, -2.29], [2.55, -2.44, -2.23], [3.19, -1.14, -0.18], [2.23, -2.57, 0.16]]
}

No. 4
{
  "formula": "C51H88As3Ge2N2O6P2RbS2",
  "method": "ωB97M-V/def2-TZVPD",
  "e_lumo_ha": 0.128,
  "e_homo_ev": -1.74,
  "charge": -2,
  "homo_lumo_gap_ev": 5.22,
  "symbols": ["Rb", "C", "As", "C", "C", "C", "C", "C", "As", "C", "C", "C", "As", "C", "C", "H", "H", "H", "H", "H", "H", "H", "H", "H", "H", "H", "H", "H", "H", "H", "H", "H", "H", "H", "H", "H", "H", "H", "H", "H", "H", "H", "C", "C", "N", "O", "C", "C", "N", "O", "H", "H", "H", "H", "H", "H", "H", "C", "C", "Ge", "C", "C", "C", "C", "Ge", "C", "C", "C", "C", "C", "C", "C", "C", "C", "C", "H", "H", "H", "H", "H", "H", "H", "H", "H", "H", "H", "H", "H", "H", "H", "H", "H", "H", "H", "H", "H", "H", "H", "H", "H", "H", "S", "P", "S", "C", "C", "C", "C", "C", "C", "C", "C", "C", "C", "C", "C", "H", "H", "H", "H", "H", "H", "H", "H", "H", "H", "C", "C", "C", "C", "O", "P", "O", "O", "O", "C", "C", "C", "C", "H", "H", "H", "H", "H", "H", "H", "H", "H", "H", "H", "H", "H", "H", "H", "H", "H", "H"],
  "positions_angstrom": [[0.97, 0.36, 0.24], [-3.79, 1.21, -1.38], [-1.91, 0.72, -1.69], [-1.36, 2.52, -2.28], [-2.04, 0.00, -3.53], [-2.45, -1.48, -3.73], [-3.56, -1.87, -2.75], [-1.27, -2.45, -3.58], [-0.38, -2.53, -1.81], [0.02, -4.45, -1.84], [1.38, -1.92, -2.44], [-3.04, -1.63, -5.15], [-2.05, -1.39, -6.85], [-1.17, -3.14, -7.00], [-0.45, -0.35, -6.43], [-4.23, 1.60, -2.30], [-3.81, 1.97, -0.61], [-4.35, 0.35, -1.04], [-2.04, 2.91, -3.04], [-0.34, 2.49, -2.68], [-1.35, 3.17, -1.41], [-1.06, 0.19, -3.98], [-2.76, 0.65, -4.05], [-3.22, -1.82, -1.71], [-3.87, -2.91, -2.91], [-4.43, -1.23, -2.87], [-0.49, -2.22, -4.31], [-1.63, -3.46, -3.79], [0.45, -4.75, -2.80], [-0.91, -5.00, -1.65], [0.72, -4.68, -1.04], [1.76, -2.54, -3.25], [2.10, -1.92, -1.61], [1.31, -0.88, -2.78], [-3.90, -0.95, -5.24], [-3.45, -2.64, -5.25], [-1.93, -3.93, -6.98], [-0.45, -3.32, -6.20], [-0.65, -3.19, -7.96], [-0.72, 0.67, -6.16], [0.15, -0.31, -7.34], [0.16, -0.78, -5.63], [3.59, -0.23, 2.26], [2.45, -1.16, 2.55], [2.32, -2.32, 2.02], [3.35, -2.60, 1.11], [1.36, -0.79, 3.48], [0.64, -1.84, 4.26], [1.10, 0.47, 3.50], [0.12, 0.81, 4.41], [3.61, 0.12, 1.22], [4.53, -0.76, 2.41], [3.55, 0.64, 2.90], [3.09, -3.45, 0.76], [1.30, -2.68, 4.48], [-0.19, -2.23, 3.66], [0.23, -1.42, 5.17], [-3.79, 1.85, 5.59], [-2.48, 1.10, 5.38], [-1.43, 1.61, 3.80], [-2.01, 0.58, 2.25], [-3.53, 0.43, 2.18], [-1.52, 3.53, 3.61], [-0.95, 4.29, 2.66], [0.51, 3.49, 1.46], [0.89, 4.98, 0.13], [1.49, 6.30, 0.62], [2.08, 3.76, 2.73], [1.99, 4.85, 3.79], [-1.36, 5.70, 2.54], [-1.99, 6.15, 1.37], [-2.38, 7.47, 1.24], [-2.13, 8.39, 2.25], [-1.51, 7.95, 3.41], [-1.13, 6.62, 3.56], [-4.35, 1.47, 6.45], [-4.45, 1.76, 4.72], [-3.62, 2.92, 5.75], [-2.67, 0.02, 5.29], [-1.83, 1.22, 6.25], [-1.55, -0.41, 2.30], [-1.64, 1.08, 1.35], [-3.92, -0.04, 3.09], [-3.81, -0.22, 1.35], [-4.03, 1.39, 2.06], [-2.24, 4.01, 4.29], [-0.02, 5.18, -0.45], [1.58, 4.51, -0.58], [0.82, 6.82, 1.31], [1.71, 6.99, -0.20], [2.43, 6.12, 1.15], [2.94, 3.92, 2.08], [2.24, 2.80, 3.22], [1.82, 5.84, 3.35], [2.91, 4.91, 4.39], [1.16, 4.65, 4.48], [-2.18, 5.44, 0.57], [-2.86, 7.80, 0.32], [-2.41, 9.43, 2.14], [-1.30, 8.66, 4.22], [-0.63, 6.29, 4.46], [-3.69, -5.25, -0.67], [-3.10, -4.76, 1.17], [-2.15, -3.05, 1.51], [-2.07, -6.14, 1.82], [-0.86, -5.91, 2.45], [-0.10, -6.97, 2.93], [-0.55, -8.27, 2.79], [-1.77, -8.51, 2.16], [-2.52, -7.46, 1.67], [-4.53, -4.87, 2.32], [-5.73, -5.44, 1.92], [-6.79, -5.54, 2.82], [-6.66, -5.07, 4.11], [-5.46, -4.49, 4.51], [-4.40, -4.39, 3.62], [-0.51, -4.89, 2.55], [0.85, -6.77, 3.42], [0.03, -9.10, 3.17], [-2.13, -9.53, 2.04], [-3.45, -7.64, 1.15], [-5.83, -5.80, 0.90], [-7.73, -5.98, 2.50], [-7.48, -5.14, 4.81], [-5.35, -4.11, 5.52], [-3.47, -3.92, 3.91], [2.25, 2.41, -3.92], [3.73, 2.05, -4.00], [4.44, 2.96, -4.99], [3.90, 0.59, -4.42], [4.38, 2.32, -2.75], [4.21, 1.42, -1.40], [4.73, 2.24, -0.28], [2.85, 0.81, -1.36], [5.20, 0.16, -1.69], [6.60, 0.13, -1.38], [6.78, -0.09, 0.12], [7.30, 1.41, -1.82], [7.14, -1.06, -2.15], [1.78, 2.30, -4.90], [2.14, 3.44, -3.57], [1.76, 1.75, -3.20], [4.01, 2.86, -5.99], [5.50, 2.72, -5.04], [4.34, 4.00, -4.67], [3.45, 0.44, -5.40], [3.43, -0.08, -3.70], [4.96, 0.33, -4.48], [6.35, 0.75, 0.67], [7.85, -0.19, 0.36], [6.27, -1.01, 0.42], [6.90, 2.27, -1.28], [7.14, 1.58, -2.89], [8.37, 1.33, -1.63], [6.61, -1.97, -1.86], [8.21, -1.20, -1.95], [7.00, -0.91, -3.23]]
}

No. 5
{
  "formula": "C13H31B4N3O7S",
  "method": "ωB97M-V/def2-TZVPD",
  "e_lumo_ha": 0.019,
  "e_homo_ev": -9.48,
  "homo_lumo_gap_ev": 10.00,
  "symbols": ["C", "C", "C", "C", "B", "O", "B", "C", "C", "C", "C", "N", "C", "N", "N", "O", "B", "B", "O", "O", "O", "H", "H", "H", "H", "H", "H", "H", "H", "H", "H", "H", "H", "H", "H", "H", "H", "H", "H", "H", "H", "H", "H", "H", "C", "C", "C", "S", "O", "O", "C", "H", "H", "H", "H", "H", "H", "H", "H"],
  "positions_angstrom": [[-2.81, 3.07, 3.20], [-3.41, 1.81, 2.53], [-3.54, 2.04, 1.02], [-2.23, 2.56, 0.34], [-3.95, 0.77, 0.20], [-3.41, -0.50, 0.37], [-2.74, -0.79, -0.83], [-1.27, -1.33, -0.90], [-0.64, -1.83, 0.41], [-0.51, -0.77, 1.53], [0.93, -0.33, 1.85], [1.15, 1.05, 1.29], [2.50, 1.17, 0.82], [2.75, 1.44, -0.38], [3.56, 0.95, 1.72], [-3.42, -0.56, -2.03], [-4.10, 0.64, -2.00], [-4.04, 1.88, -3.17], [-4.78, 3.02, -2.95], [-3.25, 1.87, -4.29], [-4.87, 0.88, -0.85], [-3.18, 3.22, 4.20], [-1.72, 3.01, 3.19], [-3.07, 3.95, 2.62], [-4.41, 1.70, 2.94], [-2.80, 0.95, 2.77], [-4.30, 2.80, 0.87], [-2.38, 3.59, 0.07], [-1.99, 2.00, -0.57], [-1.37, 2.48, 1.00], [-1.31, -2.19, -1.57], [-0.65, -0.60, -1.41], [-1.19, -2.67, 0.81], [0.36, -2.17, 0.17], [-1.11, 0.12, 1.35], [-0.90, -1.21, 2.44], [1.07, -0.32, 2.92], [1.65, -1.01, 1.42], [1.00, 1.72, 2.03], [1.85, 1.52, -0.84], [4.41, 0.88, 1.17], [3.68, 1.73, 2.35], [-5.62, 2.77, -2.53], [-3.02, 2.80, -4.46], [5.02, -3.31, -2.13], [5.41, -2.36, -1.00], [4.13, -1.62, -0.57], [2.76, -2.72, -0.94], [1.95, -2.12, -1.96], [2.20, -3.22, 0.29], [3.75, -4.02, -1.67], [5.82, -4.03, -2.35], [4.82, -2.74, -3.04], [5.80, -2.94, -0.16], [6.18, -1.66, -1.30], [4.13, -1.40, 0.50], [3.98, -0.71, -1.13], [3.19, -4.49, -2.48], [3.97, -4.75, -0.89]]
}

No. 6
{
  "formula": "C34H30IrN5O2S2",
  "method": "ωB97M-V/def2-TZVPD",
  "e_lumo_ha": -0.282,
  "e_homo_ev": -12.20,
  "charge": 2,
  "homo_lumo_gap_ev": 4.52,
  "symbols": ["Ir", "C", "O", "C", "C", "C", "C", "C", "C", "N", "N", "C", "C", "C", "C", "O", "C", "N", "C", "C", "C", "C", "H", "H", "H", "H", "H", "H", "H", "H", "H", "H", "H", "H", "S", "C", "N", "C", "C", "N", "C", "C", "C", "C", "C", "C", "C", "C", "S", "C", "C", "C", "C", "C", "C", "C", "H", "H", "H", "H", "H", "H", "H", "H", "H", "H", "H", "H", "H", "H", "H", "H", "H", "H"],
  "positions_angstrom": [[-0.28, -0.06, 0.31], [5.99, -4.74, 3.21], [6.73, -4.31, 2.07], [6.11, -4.30, 0.87], [6.91, -3.92, -0.21], [6.37, -3.90, -1.48], [5.02, -4.19, -1.68], [4.24, -4.61, -0.60], [4.78, -4.67, 0.67], [4.61, -4.16, -3.05], [3.45, -3.95, -3.40], [2.43, -3.45, -2.56], [1.21, -4.09, -2.54], [0.12, -3.60, -1.79], [0.27, -2.43, -1.11], [-0.68, -1.79, -0.36], [1.47, -1.71, -1.21], [1.44, -0.49, -0.59], [2.51, 0.30, -0.66], [3.65, -0.09, -1.37], [3.68, -1.31, -2.02], [2.58, -2.17, -1.93], [6.66, -4.63, 4.05], [5.71, -5.79, 3.11], [5.10, -4.13, 3.35], [7.95, -3.68, -0.04], [6.98, -3.65, -2.34], [3.23, -4.95, -0.75], [4.18, -5.05, 1.48], [1.11, -5.00, -3.10], [-0.82, -4.14, -1.76], [2.44, 1.25, -0.16], [4.49, 0.59, -1.42], [4.55, -1.59, -2.60], [0.11, 0.85, 2.35], [-0.96, 2.17, 2.47], [-1.42, 2.61, 3.60], [-2.38, 3.72, 3.63], [-2.04, 4.69, 2.54], [-1.99, 3.98, 1.25], [-2.45, 4.71, 0.04], [-1.45, 5.77, -0.36], [-1.50, 7.04, 0.21], [-0.57, 8.00, -0.15], [0.42, 7.70, -1.07], [0.47, 6.44, -1.65], [-0.46, 5.47, -1.30], [-1.42, 2.81, 1.20], [-1.13, 1.95, -0.25], [-1.03, 1.98, 4.89], [0.38, 2.35, 5.29], [1.26, 1.35, 5.67], [2.55, 1.68, 6.09], [2.95, 3.01, 6.11], [2.07, 4.01, 5.72], [0.79, 3.68, 5.32], [-2.32, 4.20, 4.60], [-3.39, 3.31, 3.51], [-1.07, 5.16, 2.70], [-2.78, 5.48, 2.46], [-3.41, 5.14, 0.30], [-2.61, 3.98, -0.75], [-2.30, 7.30, 0.90], [-0.63, 8.99, 0.28], [1.13, 8.45, -1.36], [1.22, 6.21, -2.39], [-0.43, 4.50, -1.77], [-1.12, 0.90, 4.76], [-1.77, 2.30, 5.62], [0.95, 0.32, 5.66], [3.23, 0.90, 6.40], [3.95, 3.26, 6.44], [2.38, 5.04, 5.75], [0.10, 4.48, 5.04]]
}

No. 7
{
  "formula": "C28H44AsCoN2O7S2Si",
  "method": "ωB97M-V/def2-TZVPD",
  "e_lumo_ha": [0.085, 0.085],
  "spin_multiplicity": 2,
  "e_homo_ev": [-4.76, -4.62],
  "charge": -1,
  "homo_lumo_gap_ev": [7.06, 6.92],
  "symbols": ["Co", "C", "C", "C", "O", "C", "O", "O", "H", "H", "H", "H", "H", "H", "H", "C", "Si", "C", "C", "C", "C", "C", "C", "C", "H", "H", "H", "H", "H", "H", "H", "H", "H", "H", "H", "C", "C", "C", "N", "H", "H", "H", "H", "H", "C", "C", "C", "C", "C", "C", "C", "S", "O", "O", "N", "C", "C", "C", "O", "O", "H", "H", "H", "H", "H", "H", "H", "H", "H", "H", "H", "H", "C", "As", "C", "C", "S", "H", "H", "H", "H", "H", "H", "H", "H", "H"],
  "positions_angstrom": [[0.69, -0.93, -0.88], [0.30, -0.54, 3.31], [-0.46, -0.66, 2.00], [-1.91, -0.22, 2.13], [0.20, 0.19, 1.04], [-0.45, -2.13, 1.50], [-0.80, -2.99, 2.30], [-0.11, -2.32, 0.28], [0.06, 0.41, 3.80], [1.37, -0.56, 3.11], [0.04, -1.37, 3.96], [-1.96, 0.84, 2.40], [-2.40, -0.81, 2.90], [-2.45, -0.37, 1.19], [-0.43, 0.80, 0.63], [4.01, -0.71, -2.08], [2.90, -1.40, -0.72], [3.12, -3.28, -0.80], [3.74, -0.87, 0.90], [4.26, 0.42, 1.05], [4.88, 0.82, 2.22], [4.98, -0.06, 3.30], [4.45, -1.34, 3.18], [3.84, -1.73, 2.00], [5.01, -1.13, -1.98], [4.08, 0.37, -2.06], [3.61, -0.99, -3.06], [4.09, -3.60, -0.40], [3.07, -3.59, -1.85], [2.32, -3.81, -0.26], [4.19, 1.12, 0.23], [5.29, 1.82, 2.31], [5.46, 0.25, 4.22], [4.51, -2.03, 4.02], [3.42, -2.73, 1.93], [-0.11, -4.14, -5.32], [0.29, -4.31, -3.86], [0.35, -3.03, -3.15], [0.34, -2.05, -2.56], [-0.05, -5.10, -5.84], [0.55, -3.43, -5.83], [-1.13, -3.76, -5.40], [1.27, -4.78, -3.76], [-0.42, -4.94, -3.32], [1.75, 1.54, 5.49], [0.95, 2.36, 4.50], [-0.36, 2.74, 4.80], [-1.11, 3.46, 3.89], [-0.54, 3.82, 2.67], [0.77, 3.47, 2.37], [1.50, 2.73, 3.28], [-1.50, 4.68, 1.48], [-2.71, 5.15, 2.09], [-0.60, 5.59, 0.81], [-1.95, 3.48, 0.46], [-1.05, 3.12, -0.65], [-1.71, 2.08, -1.54], [-0.68, 1.40, -2.44], [-0.83, 1.46, -3.67], [0.28, 0.88, -1.80], [1.13, 0.74, 5.91], [2.11, 2.16, 6.31], [2.61, 1.07, 5.01], [-0.80, 2.44, 5.74], [-2.14, 3.74, 4.10], [1.21, 3.77, 1.43], [2.51, 2.42, 3.03], [-2.91, 3.64, 0.19], [-0.13, 2.71, -0.24], [-0.78, 4.01, -1.23], [-2.47, 2.54, -2.17], [-2.18, 1.31, -0.92], [-3.23, -0.37, -4.76], [-4.24, -0.95, -3.23], [-5.25, 0.59, -2.70], [-5.58, -2.11, -4.00], [-3.20, -1.86, -1.68], [-3.82, 0.35, -5.32], [-3.02, -1.24, -5.38], [-2.30, 0.10, -4.43], [-5.88, 0.93, -3.52], [-4.55, 1.38, -2.42], [-5.85, 0.32, -1.84], [-6.14, -1.59, -4.78], [-6.25, -2.42, -3.20], [-5.08, -2.98, -4.41]]
}